1.
The following is a DFT calculation (wB97M-V/def2-TZVPD) of a 11-piece molecular cluster, C32H61N3O16S4 overall.

Summary:
E_tot = -4216.5030 a.u.
HOMO (spin up / spin down) = 0.0 / -6.9 eV
gap between HOMO and LUMO (spin up / spin down) = 1.5278 / 8.4414 eV
⟨S²⟩ = 0.750
LUMO level (spin up / spin down) = 1.56 / 1.53 eV

The geometry in ORCA input format:
```
! RIJCOSX wB97M-V def2-TZVPD def2/J DEFGRID3
* xyz -1 2
C -23.97714 -25.13327 19.00267
C -23.27259 -26.42019 19.45059
O -24.13714 -27.32230 18.79174
C -25.19680 -26.72687 18.26785
O -26.12855 -27.35012 17.69542
O -25.19227 -25.50111 18.55427
H -23.43732 -24.57318 18.23912
H -24.22392 -24.52017 19.86945
H -23.27453 -26.56415 20.53104
H -22.32862 -26.41997 18.90560
C -26.48492 -21.46699 17.45503
C -26.48025 -22.27429 18.74961
O -27.09795 -21.36857 19.71043
C -27.40793 -20.17579 19.14086
O -27.75879 -19.21603 19.80174
O -27.10478 -20.22038 17.81569
H -27.12327 -21.85083 16.65924
H -25.51666 -21.22108 17.01903
H -25.57073 -22.75684 19.10743
H -27.13497 -23.13962 18.64643
C -28.24025 -24.85404 20.62208
C -29.66819 -25.42064 20.50381
O -30.51163 -24.33508 20.74911
C -29.82227 -23.17679 20.85699
O -30.30849 -22.10177 21.07101
O -28.45014 -23.51253 20.97100
H -27.65621 -24.94770 19.70654
H -27.67480 -25.35269 21.40930
H -29.80748 -26.15352 21.29854
H -29.85151 -25.81099 19.50275
C -25.49325 -24.63869 24.71066
C -24.81574 -25.59843 23.76328
O -24.89744 -25.01157 22.56055
C -25.13222 -23.70413 22.66560
O -24.97544 -22.87069 21.72148
O -25.44693 -23.44641 23.91639
H -24.98394 -24.47376 25.66013
H -26.45361 -25.09242 24.95548
H -25.33084 -26.55663 23.69525
H -23.85129 -25.88949 24.17947
C -30.19588 -28.21407 13.81719
C -30.11505 -28.02456 15.34277
C -28.80062 -28.44484 16.00066
C -28.16037 -29.67510 15.54323
N -27.67017 -30.65233 15.19289
H -29.55976 -27.54109 13.24227
H -31.20053 -27.97333 13.46961
H -29.96457 -29.23784 13.52308
H -30.94901 -28.66004 15.64072
H -30.45145 -27.02730 15.62633
H -29.13141 -28.71806 17.00267
H -28.07322 -27.63308 16.00756
C -19.59123 -23.70817 19.18078
C -18.39315 -24.59220 19.04837
C -17.04863 -24.01070 18.48102
C -17.26495 -23.65518 17.09471
N -17.51381 -23.45309 15.97275
H -19.76079 -23.14564 18.26267
H -19.48299 -22.92666 19.93286
H -20.52882 -24.21600 19.40692
H -18.69060 -25.44503 18.43820
H -18.18796 -25.21351 19.92014
H -16.22543 -24.72051 18.56224
H -16.78910 -23.14608 19.09190
C -19.94873 -29.40395 19.53258
C -20.00189 -30.08830 20.97161
C -19.55936 -29.04466 22.02293
C -20.21674 -27.71492 21.88359
N -20.82518 -26.72885 21.76989
H -20.09488 -30.10342 18.70949
H -19.07322 -28.76927 19.39561
H -20.89847 -28.87116 19.48519
H -19.23100 -30.84913 21.09395
H -20.99105 -30.53713 21.06227
H -18.49431 -29.05192 21.79117
H -19.68074 -29.37198 23.05551
C -23.41684 -29.27823 15.51830
S -23.10543 -31.10241 15.41759
O -23.32600 -31.52936 13.95045
C -21.21850 -31.00922 15.41353
H -22.72546 -28.73953 14.87031
H -23.28140 -28.88557 16.52606
H -24.46630 -29.05310 15.32841
H -20.78689 -31.98824 15.20537
H -20.93254 -30.76220 16.43594
H -20.87064 -30.42041 14.56477
C -22.93489 -22.33553 13.66867
S -23.15990 -22.45184 15.54314
O -23.79362 -21.11014 15.98523
C -24.54011 -23.64230 15.42815
H -23.88042 -21.88198 13.37140
H -22.87942 -23.28287 13.13242
H -22.17680 -21.70547 13.20343
H -24.86891 -23.74514 16.46228
H -24.23666 -24.61314 15.03637
H -25.34667 -23.32488 14.76723
C -20.76409 -25.02510 14.50619
S -21.24160 -25.62151 16.21487
O -22.72625 -26.02807 16.14267
C -20.33097 -27.19612 16.24684
H -21.66276 -25.28252 13.94562
H -19.92382 -25.55786 14.06097
H -20.62693 -23.94392 14.48783
H -20.44779 -27.70315 17.20463
H -19.33008 -26.97215 15.87785
H -20.74845 -27.92042 15.54740
C -27.39792 -32.98392 18.31422
S -28.08210 -31.81582 19.61021
O -27.38434 -32.03309 20.95176
C -27.15564 -30.39362 18.89731
H -26.35862 -33.23511 18.52605
H -27.54310 -32.61149 17.30016
H -27.93644 -33.92910 18.24546
H -26.09492 -30.56615 18.71508
H -27.24693 -29.43347 19.40513
H -27.57871 -30.15803 17.92078
*
```

Mulliken atomic charge list, values in e, 5 entries: -0.094 0.735 -0.429 0.537 -0.508

***

2.
The following is a DFT calculation (wB97M-V/def2-TZVPD) of a 3-piece molecular cluster, C5H11NO overall.

Summary:
E_tot = -327.0017 a.u.
structure (SMILES) = C/C=N/C=O.[H][H].C=C
ΔE to the lowest compared entry with this formula, charge and spin = 340.27 kJ/mol
HOMO = -10.0 eV
gap between HOMO and LUMO = 10.2741 eV
LUMO level = 0.30 eV

The geometry in ORCA input format:
```
! RIJCOSX wB97M-V def2-TZVPD def2/J DEFGRID3
* xyz 0 1
C 0.50947 1.34881 1.56544
C 1.03779 0.62117 0.36753
N 1.42320 -0.59214 0.43820
C 1.97466 -1.13101 -0.74329
O 2.60853 -0.51019 -1.56316
H 0.04924 2.30198 1.29210
H -0.21482 0.74259 2.11889
H 1.35018 1.55372 2.23579
H 1.13977 1.17281 -0.57380
H 1.80552 -2.21815 -0.82914
H -0.84119 -2.03331 0.26478
H -0.19589 -1.86659 0.59889
C -2.08491 -0.47484 -0.76462
C -1.46415 0.68174 -0.96229
H -2.00213 -1.29524 -1.47366
H -2.68606 -0.65663 0.12344
H -0.84137 0.85142 -1.83721
H -1.56783 1.50389 -0.25791
*
```

natural (NBO) atomic charge list, values in e, 5 entries: -0.688 0.226 -0.533 0.533 -0.546